[1]
Density functional theory data (wB97M-V/def2-TZVPD) for an isolated molecule of C19H31NO3.

The value obtained for the orbital gap is 8.89 eV. The structure (SMILES) is CCCCOc1ccc([C@@](O)(CC)CCN2CCOCC2)cc1. The spin multiplicity is 1. As for the net charge: 0.

Positions of all 54 atoms, in Å:
C 0.375304 6.188418 2.844130
C 1.892500 6.223664 2.975872
C 2.611778 5.535970 1.814852
C 2.438571 4.018429 1.791563
O 1.164365 3.708882 1.266527
C 0.798349 2.405162 1.152196
C -0.477659 2.174962 0.633040
C -0.952496 0.892217 0.476335
C -0.177218 -0.207082 0.838089
C 1.092456 0.029146 1.339779
C 1.583367 1.314307 1.502332
H 2.578540 1.446068 1.897323
H 1.723916 -0.807761 1.599567
C -0.685373 -1.629912 0.641886
O 0.183117 -2.573241 1.247484
H 0.141691 -2.443719 2.201087
C -2.109468 -1.796585 1.214609
C -2.240455 -1.310410 2.655677
H -1.599570 -1.881056 3.326316
H -3.266497 -1.433191 2.994632
H -1.973955 -0.258848 2.736031
H -2.816729 -1.257188 0.584905
H -2.362647 -2.857210 1.172391
C -0.647010 -1.923258 -0.871151
H 0.387304 -1.786478 -1.191421
H -1.268541 -1.192182 -1.388896
C -1.091129 -3.352167 -1.222254
N -0.825608 -3.784634 -2.577409
C 0.575854 -3.941422 -2.915134
C 0.662978 -4.675226 -4.254800
H 1.700304 -4.772660 -4.579822
O -0.003352 -3.963391 -5.272497
C -1.355570 -3.762951 -4.933244
C -1.491933 -3.011202 -3.607263
H -2.548309 -2.909526 -3.350079
H -1.052672 -2.005462 -3.724539
H -1.794922 -3.191430 -5.752896
H -1.865153 -4.734635 -4.847309
H 0.215372 -5.674615 -4.146519
H 1.065655 -4.529229 -2.137111
H 1.096080 -2.973036 -3.012847
H -2.169115 -3.451754 -1.067039
H -0.577592 -4.045385 -0.552475
H -1.941396 0.749574 0.068064
H -1.078141 3.027458 0.356411
H 3.216661 3.570402 1.156571
H 2.540782 3.611119 2.807525
H 2.243886 5.934865 0.868372
H 3.680664 5.748257 1.883623
H 2.189879 5.747865 3.913748
H 2.222811 7.264502 3.016171
H 0.064880 6.681350 1.925874
H -0.089245 6.699494 3.684754
H 0.014693 5.164736 2.816965

Forces on the atoms, in the same order (eV/Å):
0.1 0.0 0.2
-0.1 0.0 -0.2
-0.1 -0.3 0.3
0.5 0.2 0.0
-0.2 0.0 -0.1
-0.1 -0.2 0.0
0.1 0.2 0.0
0.1 0.0 0.1
0.2 -0.2 0.1
-0.2 -0.2 -0.1
0.2 0.4 0.1
0.1 0.1 0.0
0.0 0.0 0.0
-0.4 0.3 -0.5
0.1 -0.1 0.1
0.0 0.0 0.0
0.3 0.0 0.1
-0.1 0.0 -0.2
0.0 0.0 0.1
0.0 0.0 0.1
0.0 0.0 0.1
-0.1 0.0 -0.1
0.0 0.0 -0.1
0.0 -0.5 0.2
0.0 0.1 0.0
0.0 0.1 0.0
0.0 0.2 0.2
0.0 0.0 -0.2
0.0 -0.2 -0.3
0.3 0.0 0.3
0.0 0.0 0.1
0.1 0.1 -0.1
-0.3 0.2 0.1
0.1 -0.3 -0.3
0.0 0.0 0.0
-0.1 0.0 0.0
0.0 0.0 0.1
0.0 0.1 0.0
0.1 0.1 0.0
0.1 0.0 0.0
0.0 -0.1 0.0
0.0 -0.1 0.1
-0.1 0.0 0.0
-0.1 0.0 0.0
-0.1 0.1 0.0
-0.1 0.0 0.1
0.0 0.0 -0.1
0.1 0.0 -0.1
0.0 0.0 -0.1
0.1 0.0 0.0
0.0 0.0 0.1
-0.1 0.0 -0.1
-0.1 0.1 0.0
-0.1 0.0 0.0

***

[2]
Density functional theory data (wB97M-V/def2-TZVPD) for a cluster of 2 separate species, C32H35N3O4 in total.

The value obtained for the orbital gap is 4.54 eV. The spin multiplicity is 1. As for the net charge: 0.

Positions of all 74 atoms, in Å:
C 6.463073 2.982743 2.607610
C 5.239974 2.067870 2.604671
N 4.803190 1.707674 1.258952
C 3.619301 0.980790 1.158445
C 3.516533 -0.157296 0.327993
C 2.313918 -0.813232 0.188136
C 1.110648 -0.294020 0.736932
C -0.131932 -0.920176 0.461710
C -1.386620 -0.272915 0.680430
C -1.572203 1.109353 0.385861
C -2.812381 1.707780 0.531089
C -3.899753 0.975715 1.047754
N -5.190451 1.543091 1.181528
C -5.560373 1.924048 2.541131
C -7.032271 2.314988 2.625850
O -7.427547 3.196658 1.573912
C -7.118805 2.689819 0.273254
C -5.620679 2.459464 0.124690
C -3.708271 -0.379519 1.411269
C -2.503454 -1.006072 1.169126
C 1.237612 0.830962 1.608591
C 2.463937 1.409782 1.857216
C 5.813974 1.491509 0.224422
C 6.885930 2.570496 0.306236
O 7.436337 2.630210 1.624952
H 6.121229 4.027109 2.468667
H 7.001311 2.875597 3.560334
H 5.497105 1.164763 3.196756
H 4.418866 2.584921 3.110747
H 4.401025 -0.544575 -0.180241
H 2.278907 -1.742467 -0.369847
H -0.136059 -1.997932 0.268151
H -0.734023 1.689450 -0.011218
H -2.954333 2.754937 0.253938
H -5.355578 1.074783 3.201503
H -4.959602 2.790998 2.883394
H -7.649734 1.397539 2.623394
H -7.215427 2.892638 3.543824
H -7.649890 1.739277 0.070752
H -7.457650 3.474640 -0.419454
H -5.088448 3.427333 0.189121
H -5.410930 1.988916 -0.843356
H -4.563843 -0.928545 1.807638
H -2.369396 -2.070765 1.375731
H 0.358084 1.236059 2.106998
H 2.543489 2.244835 2.554018
H 6.299082 0.499377 0.332053
H 5.323648 1.551273 -0.758009
H 7.739254 2.299834 -0.332307
H 6.443876 3.536698 -0.009932
C 4.431492 -1.640186 -3.433187
C 3.493037 -2.679692 -2.904539
O 2.249124 -1.966971 -2.684753
C 1.299127 -2.805908 -2.212084
C 0.004275 -2.144582 -2.090267
C -1.187555 -2.939357 -2.053635
C -1.141007 -4.300648 -1.657125
C -2.292413 -5.076747 -1.681655
C -3.519579 -4.508333 -2.056013
C -3.577586 -3.161629 -2.440238
C -2.434754 -2.367013 -2.405381
C -0.014863 -0.789659 -2.399976
N -0.079445 0.367303 -2.612104
O 1.594282 -3.957497 -1.886424
H 5.402165 -2.095006 -3.631211
H 4.037565 -1.221016 -4.364187
H 4.562402 -0.823632 -2.713899
H 3.314652 -3.486578 -3.629791
H 3.850002 -3.115711 -1.962125
H -0.182321 -4.729284 -1.370787
H -2.215614 -6.134508 -1.427334
H -4.425809 -5.115794 -2.054528
H -4.512656 -2.717479 -2.786196
H -2.475135 -1.306505 -2.676948

Forces on the atoms, in the same order (eV/Å):
0.2 0.2 -0.3
0.4 -0.4 0.3
-0.4 -0.2 -0.3
0.0 0.2 -0.2
0.1 0.1 0.1
-0.2 0.0 0.2
0.7 0.3 0.0
0.1 -0.7 0.9
-0.7 0.5 -0.3
0.3 -0.4 -0.1
-0.3 -0.1 0.1
0.3 -0.2 0.0
0.1 -0.5 -0.3
0.1 0.5 0.0
-0.2 0.0 -0.2
0.3 -0.5 -0.1
0.0 0.2 0.2
0.2 0.2 0.4
-0.2 0.4 -0.1
0.4 0.0 -0.1
0.1 0.0 -0.3
0.0 -0.1 0.0
0.3 -0.3 0.3
0.1 -0.2 0.3
-0.6 0.1 -0.2
0.3 -0.3 0.0
-0.4 0.2 -0.2
-0.2 0.2 -0.3
0.3 -0.1 0.0
-0.3 0.1 0.2
0.0 0.3 0.0
0.0 0.4 0.2
-0.3 -0.3 0.0
0.1 -0.4 0.1
-0.1 0.2 0.0
0.0 -0.2 -0.1
0.0 0.3 -0.1
0.0 -0.4 -0.2
0.1 0.4 0.2
0.1 -0.4 0.1
-0.2 -0.1 -0.1
0.0 0.2 0.2
0.3 0.1 -0.1
-0.1 0.3 -0.1
0.2 -0.2 -0.1
-0.2 -0.2 -0.3
-0.1 0.3 -0.1
0.1 -0.1 0.3
-0.4 0.2 0.0
0.3 -0.2 0.3
0.3 0.2 -0.3
-0.2 0.5 0.0
0.6 -0.9 -0.1
-0.4 -0.3 0.7
1.3 -0.7 0.0
-1.1 -0.3 0.4
-0.2 0.2 -0.1
-0.3 0.4 -0.1
0.1 0.0 -0.1
0.2 -0.1 0.2
0.2 -0.4 0.1
-0.5 3.0 -0.8
0.1 -2.0 0.4
-0.2 0.9 -0.4
0.1 0.1 0.0
0.1 0.0 0.1
0.0 -0.1 -0.1
0.1 0.2 0.3
-0.2 0.0 -0.2
-0.5 0.1 -0.1
-0.2 0.3 0.0
0.2 0.2 -0.1
0.2 -0.2 0.2
0.0 -0.4 0.0

***

[3]
Density functional theory data (wB97M-V/def2-TZVPD) for the ion C2H7S3 with charge -1.

The value obtained for the orbital gap is 5.95 eV. The spin multiplicity is 1. As for the net charge: -1.

Positions of all 12 atoms, in Å:
S 0.823289 -2.269464 -1.280189
H 1.641220 -2.709254 -0.314092
C -0.619284 1.162101 -1.269186
C -0.256855 0.851262 0.178710
S -0.195460 -0.983251 0.450581
S 0.204088 -0.438185 2.847508
H -1.611184 0.750217 -1.477491
H 0.040809 0.586762 -1.927146
H -0.611688 2.230786 -1.496584
H -1.010678 1.175059 0.897850
H 0.719642 1.240673 0.473454
H 0.876100 -1.596705 2.916584

Forces on the atoms, in the same order (eV/Å):
-0.3 0.2 -0.9
0.0 0.2 0.0
-0.2 -0.6 0.1
0.4 -0.7 -0.6
0.5 -0.3 1.1
-0.4 0.2 0.7
-0.1 0.2 0.0
0.1 0.5 0.0
0.1 -0.1 0.0
0.1 0.1 -0.2
-0.1 0.1 0.0
-0.1 0.1 -0.1

***

[4]
Density functional theory data (wB97M-V/def2-TZVPD) for a cluster of 12 separate species, H26NO11 in total.

The value obtained for the orbital gap is 10.38 eV. The spin multiplicity is 1. As for the net charge: +1.

Positions of all 38 atoms, in Å:
N -85.812652 -24.498911 20.143851
H -86.426019 -25.271576 19.893946
H -84.943806 -24.806960 20.499545
H -86.356807 -24.168769 20.943116
H -85.586128 -23.959196 19.416182
O -87.657521 -27.735476 18.847618
H -86.677434 -27.928904 19.005867
H -88.037675 -28.519291 19.373712
O -88.410086 -23.453419 18.726841
H -89.127222 -23.162282 18.188524
H -87.755458 -22.781315 18.983314
O -85.257814 -27.458423 19.343980
H -84.961134 -28.291886 19.207281
H -84.937451 -27.413965 20.223844
O -83.784316 -25.733571 18.092485
H -84.497180 -26.366441 18.450337
H -83.842984 -25.630256 17.211438
O -87.663292 -25.950438 21.728527
H -87.773645 -25.496655 22.545633
H -88.314142 -25.530351 21.136945
O -83.666610 -22.679407 20.665036
H -83.759023 -21.784788 20.743346
H -82.912955 -22.866916 21.528322
O -86.902014 -24.236070 23.861172
H -86.524038 -25.044127 24.265423
H -86.358419 -23.504016 23.899426
O -86.658375 -25.541106 17.395460
H -87.543062 -25.028166 17.505354
H -86.881947 -26.459438 17.342475
O -89.688227 -25.396270 20.163099
H -90.028877 -26.153413 19.867998
H -89.250883 -24.968074 19.324849
O -84.217613 -26.268793 22.272933
H -84.339774 -27.019044 22.845798
H -83.434597 -25.785996 22.483693
O -85.947976 -21.593578 19.432880
H -85.271173 -21.058123 19.709382
H -86.184167 -21.389446 18.387521

Forces on the atoms, in the same order (eV/Å):
-2.2 -3.0 3.6
0.4 -0.6 -0.7
1.2 -0.9 0.7
0.3 1.0 -0.1
0.5 3.3 -3.5
0.1 -2.8 1.4
-2.2 1.0 -0.3
0.3 1.8 -1.3
1.4 -1.0 0.6
-0.5 1.2 -0.5
-0.9 0.1 -0.3
-0.6 2.6 0.6
1.7 -4.5 -1.9
0.3 1.2 2.2
-0.5 -1.2 5.8
1.6 1.4 -1.5
-0.7 0.4 -4.7
0.8 -0.3 -1.1
0.0 0.7 1.1
-0.6 -0.6 0.1
4.0 -4.8 4.0
-0.3 3.8 0.3
-3.4 0.8 -4.1
-2.1 -3.1 -0.2
0.1 1.2 -0.2
2.1 2.0 0.5
-1.8 2.6 0.3
2.3 -1.5 -0.3
-0.6 -0.8 0.0
3.1 6.0 -0.9
-2.2 -5.0 -1.7
-1.2 -1.0 2.5
-1.2 0.1 -1.2
0.3 -0.2 0.5
0.9 0.0 0.5
-4.2 -2.0 -5.1
2.4 2.3 0.5
1.5 -0.3 4.2

***

In eV, the calculated total energy values for the records above are, in order, -27838.1906, -46409.0355, -34693.4393, -24426.6464.
In kJ/mol, the ΔE to the lowest compared entry with this formula, charge and spin values for the records above are, in order, 194.4, 94.1, 133.7, 347.9.
In hartree, the LUMO energy values for the records above are, in order, 0.028, -0.071, 0.129, -0.114.